[1]
# C4H9NO

An isolated molecule of C4H9NO (the ωB97M-V functional and the def2-TZVPD basis, the OMol25 dataset).

The geometry in XYZ format:
```
15
Properties=species:S:1:pos:R:3:forces:R:3
O 1.049073 -0.473718 0.076664 -0.06 0.00 0.09
N -0.825030 0.310593 1.107125 0.41 0.16 -0.17
C -1.417759 1.246880 2.042152 0.14 0.19 0.31
C 0.203055 -0.723448 -1.053642 -0.12 -0.13 -0.20
C 0.423897 0.118871 1.107730 -0.37 0.33 -0.08
C 1.084432 -0.964056 -2.260734 0.03 -0.06 -0.01
H -1.003608 2.242684 1.855597 -0.18 0.03 -0.02
H -1.186400 1.021867 3.088814 -0.17 -0.14 0.02
H 0.465614 -1.239297 -3.121216 0.08 0.02 0.13
H 1.794016 -1.773515 -2.069091 -0.08 0.07 -0.05
H 1.650719 -0.065091 -2.527601 -0.10 -0.13 0.11
H -0.471856 0.129468 -1.193319 0.21 -0.15 0.00
H 1.174430 0.438790 1.847488 -0.37 -0.01 -0.02
H -2.510434 1.311088 1.906292 0.52 -0.21 0.08
H -0.430150 -1.581116 -0.806258 0.05 0.02 -0.19
```
Forces are in eV/Å.

Values from the calculation:
- Net charge: 0
- Maximum force: 0.6 eV Å⁻¹
- Frontier orbital gap: 0.3903 Eh
- SMILES: CCO/C=N/C
- HOMO energy: -9.49 eV

Mulliken atomic charge list, values in e, 2 entries:
1. O -0.305
2. N -0.441

---

[2]
# C4H8O3

An isolated molecule of C4H8O3 in a non-equilibrium geometry (the ωB97M-V functional and the def2-TZVPD basis, the OMol25 dataset).

The geometry in XYZ format:
```
15
Properties=species:S:1:pos:R:3:forces:R:3
O 2.442995 -0.838126 -1.369886 0.25 0.16 0.18
O -0.790606 -1.321349 -0.131532 -0.02 -0.18 -0.05
O 1.967229 -1.133956 0.793482 0.35 0.30 0.20
C 1.821293 -0.516505 -0.392161 -0.33 -0.10 -0.62
C 0.719097 0.516155 -0.396576 -1.28 -0.55 -0.11
C -1.708258 0.891997 0.239029 0.14 0.55 -0.60
C -0.505923 -0.022555 0.367483 -0.27 0.37 0.40
H 0.335795 0.620641 -1.414595 0.59 0.06 -0.16
H -0.271647 -0.081879 1.428947 0.17 -0.27 0.16
H 2.720211 -1.737245 0.694852 -0.14 -0.06 -0.02
H 1.011748 1.502752 -0.043318 0.25 -0.11 0.21
H -2.058586 0.949082 -0.798740 -0.02 -0.22 0.06
H -1.727675 -1.390746 -0.344575 0.17 0.07 0.07
H -1.409317 1.904881 0.476107 0.08 0.33 0.22
H -2.546359 0.656857 0.891481 0.06 -0.34 0.04
```
Forces are in eV/Å.

Values from the calculation:
- Net charge: 0
- Maximum force: 1.4 eV Å⁻¹
- Frontier orbital gap: 0.4083 Eh
- SMILES: C[C@@H](O)CC(=O)O
- HOMO energy: -10.31 eV

Mulliken atomic charge list, values in e, 2 entries:
1. O -0.573
2. O -0.547

---

[3]
# C10H15NO3S

An isolated molecule of C10H15NO3S in a non-equilibrium geometry (the ωB97M-V functional and the def2-TZVPD basis, the OMol25 dataset).

The geometry in XYZ format:
```
30
Properties=species:S:1:pos:R:3:forces:R:3
S -1.003000 -0.861673 4.026311 -0.11 -1.14 -1.23
O 3.912694 -0.422554 1.706931 1.17 -0.40 0.92
O -0.711074 -2.546195 1.632480 0.34 0.24 -0.15
O -0.675188 -1.061581 -0.132353 0.49 -1.85 1.97
N 1.695219 0.016831 1.253128 -3.90 -3.30 0.90
C -0.894510 0.276890 -0.604612 0.80 2.28 1.20
C 0.515025 0.881382 -0.816470 0.86 -1.91 1.10
C 2.817597 1.459676 0.332521 0.42 1.10 0.16
C 1.330646 1.134707 0.463982 -0.86 1.47 1.93
C 0.752169 -1.281803 3.938602 0.54 -1.01 -1.84
C -1.495152 -1.488028 2.356816 0.32 1.63 1.60
C -1.283860 -0.699423 -2.905041 -0.42 -0.27 -2.42
C 2.976828 0.212401 1.310993 0.79 1.39 -1.35
C -1.842299 0.089253 -1.770515 -1.97 -1.33 2.70
C -0.701035 -1.351556 1.121173 -0.72 -0.21 -0.83
H 0.809754 1.843258 1.224957 0.29 -0.29 -1.72
H -2.603833 -1.617122 2.406778 1.03 0.01 -0.82
H -1.365472 -0.126534 -3.891863 0.22 -0.65 1.36
H 3.121804 2.523064 0.529496 0.09 -1.14 -0.06
H 1.135488 -0.725157 3.039353 0.10 -0.44 1.07
H -1.841345 -1.650308 -3.103804 0.69 0.70 0.40
H -0.226385 -0.887178 -2.732128 -0.05 -0.33 -0.23
H 1.138726 0.066314 -1.294274 -0.59 1.35 -0.43
H 0.924504 -2.382881 3.743966 -0.54 1.12 0.26
H -2.770759 -0.399727 -1.242851 1.55 0.34 -1.15
H -1.312396 0.854515 0.265639 -0.24 -0.45 -0.93
H -2.289141 0.996824 -2.032281 -0.16 1.75 -0.66
H 1.282293 -1.067115 4.844857 -0.04 0.54 0.50
H 0.500052 1.875256 -1.199250 -0.29 0.40 -1.48
H 3.229470 1.051126 -0.575080 0.20 0.40 -0.76
```
Forces are in eV/Å.

Values from the calculation:
- Net charge: 0
- Maximum force: 5.2 eV Å⁻¹
- Frontier orbital gap (alpha / beta): 0.2359 / 0.2360 Eh
- HOMO energy (alpha / beta): -7.53 / -7.53 eV

Mulliken atomic charge list, values in e, 2 entries:
1. S -0.076
2. O -0.718

---

[4]
# C35H40N3RbS3

C35H40N3RbS3 as an isolated structure in a non-equilibrium geometry (the ωB97M-V functional and the def2-TZVPD basis, the OMol25 dataset).

The geometry in XYZ format:
```
82
Properties=species:S:1:pos:R:3:forces:R:3
Rb 0.315705 0.572482 1.247440 0.30 0.25 -0.24
S 2.424738 2.751650 -1.858191 0.09 0.24 -0.02
S 2.075893 3.377144 1.483999 0.19 0.34 0.01
S 5.490959 2.630578 0.004342 -0.08 -0.28 -0.13
N 3.942983 -9.100407 1.422150 -0.02 -0.06 -0.05
N -1.915277 0.041275 -1.862225 0.13 0.85 0.51
N -2.419751 0.661974 1.209857 0.18 -0.54 -0.30
C -2.648604 2.778202 2.423483 -0.03 -0.18 -0.08
C -3.036878 3.415246 3.595575 0.00 -0.01 0.04
C -2.017256 3.564008 1.309559 -0.02 -0.05 0.05
C -3.095927 0.510364 0.157820 -0.51 0.48 0.02
C -3.695564 -0.792088 3.222717 0.10 0.06 0.00
C -1.234559 -2.017300 -5.432952 0.02 -0.04 -0.04
C -3.829450 1.353803 4.514833 0.05 0.09 -0.06
C 3.664287 -7.985224 1.470760 0.28 -1.10 -0.04
C -4.427787 1.151418 -0.115675 0.05 0.07 0.23
C 2.165698 -1.331130 1.905422 0.22 0.27 0.16
C -3.838602 0.231019 -3.871214 0.10 -0.01 0.00
C -3.455857 0.681398 3.363267 0.03 -0.01 -0.05
C 0.548618 -1.554541 -2.130987 -0.05 0.16 0.08
C 4.079401 -5.673270 0.838256 -0.05 -0.44 0.12
C -3.158973 -1.809041 -0.805777 0.15 0.01 -0.19
C 3.570612 2.515699 2.047666 -0.14 0.08 -0.11
C -2.375413 -1.258893 -5.250524 0.06 0.01 0.01
C -0.492918 -1.448635 -3.203591 -0.07 0.04 0.12
C 5.145134 2.026872 -1.681996 0.08 0.27 0.38
C 2.314634 -6.197064 2.409471 0.22 -0.33 -0.14
C -3.618061 2.716247 4.636441 -0.03 0.06 0.04
C -2.626663 -0.404775 -0.922004 -0.02 -0.69 -0.22
C 3.343691 -6.621503 1.560208 -0.25 1.20 0.11
C 2.026764 -4.859866 2.529511 0.05 0.27 -0.04
C 4.149784 2.870442 -2.457401 -0.42 -0.21 0.09
C 3.788169 -4.338254 0.963886 -0.09 0.26 0.07
C -0.304952 -2.101748 -4.414178 -0.07 0.03 -0.05
C 2.160501 4.393334 -1.104539 0.23 -0.51 -0.10
C 2.752464 -3.896891 1.805572 0.02 -0.62 -0.09
C -2.861849 1.399488 2.316030 -0.39 0.43 0.59
C -1.656249 -0.696041 -3.025157 0.01 -0.47 -0.65
C 4.284361 1.671556 1.007613 0.31 -0.09 -0.13
C 2.739327 4.586019 0.285793 -0.25 -0.07 0.26
C -2.596591 -0.588483 -4.059594 -0.01 -0.01 0.13
C 2.427700 -2.527949 1.884062 -0.01 0.21 0.00
H 4.361241 -3.602177 0.415528 -0.05 0.01 0.00
H -4.339331 0.373592 -4.825019 -0.10 0.02 -0.02
H -3.914938 3.232946 5.537329 0.00 0.04 0.06
H 1.135490 -0.630979 -2.094743 0.01 -0.03 0.15
H -3.109520 -1.178949 -6.038796 -0.07 0.01 -0.10
H -3.589784 1.204548 -3.450987 -0.06 0.09 0.03
H 0.590466 -2.687124 -4.551922 0.14 -0.11 -0.01
H -2.831334 -2.413119 -1.649840 -0.03 -0.02 0.00
H -4.288621 0.800752 5.320692 -0.05 -0.06 0.09
H -4.419354 -0.990048 2.431189 -0.03 -0.12 -0.05
H -0.928173 3.535785 1.384499 0.07 0.01 -0.09
H 4.816080 0.991516 -1.608732 0.08 -0.05 -0.07
H 4.855374 0.894919 1.518246 -0.15 -0.05 -0.05
H -4.081221 -1.198777 4.153551 -0.03 -0.09 0.02
H -2.877824 4.480465 3.685997 0.01 0.10 0.00
H 2.575284 5.133186 -1.789391 -0.15 0.11 -0.02
H -5.166265 0.404243 -0.395778 -0.09 -0.08 -0.07
H 3.823928 4.481361 0.293673 -0.16 0.11 -0.05
H 4.431740 3.920817 -2.432626 0.06 0.04 -0.12
H -2.307594 3.177777 0.334546 0.06 0.04 -0.10
H 3.203760 1.859274 2.842084 0.12 0.07 0.00
H 1.759138 -6.936602 2.971637 -0.01 0.02 0.00
H 3.574098 1.202483 0.327202 0.08 -0.04 0.13
H -4.246731 -1.809571 -0.768351 -0.12 -0.01 0.05
H -4.327510 1.844821 -0.948569 0.02 0.04 -0.14
H 1.077439 4.500890 -1.068458 -0.05 0.10 -0.12
H 1.227521 -2.377282 -2.344733 0.04 0.00 0.09
H -4.777474 1.695009 0.760250 -0.05 0.00 -0.02
H -2.768609 -1.309823 2.966938 -0.05 -0.07 -0.02
H 4.879548 -6.008286 0.191243 0.01 0.01 0.00
H -2.318964 4.607007 1.374103 0.01 0.05 -0.05
H 2.463044 5.580714 0.643016 0.09 -0.01 0.01
H -4.531583 -0.262276 -3.187877 -0.11 0.04 0.05
H -2.791946 -2.257567 0.116460 -0.01 -0.03 0.11
H 1.237061 -4.533801 3.193118 0.00 0.05 -0.04
H 6.104119 2.057625 -2.201534 0.01 -0.13 0.01
H -1.072497 -2.539973 -6.362801 0.03 -0.05 -0.10
H 4.239981 3.262915 2.477981 -0.01 -0.12 0.15
H 0.104583 -1.725400 -1.146942 0.12 0.00 -0.01
H 4.125136 2.521991 -3.491913 0.05 0.14 -0.03
```
Forces are in eV/Å.

Values from the calculation:
- Net charge: 0
- Maximum force: 1.2 eV Å⁻¹
- Frontier orbital gap: 0.2669 Eh
- HOMO energy: -7.26 eV

Mulliken atomic charge list, values in e, 2 entries:
1. Rb 0.686
2. S 0.063

---

Q: Which value of maximum force does entry 2 give?
A: 1.4 eV Å⁻¹

---

Please write out number 3 again, unchanged.
# C10H15NO3S

An isolated molecule of C10H15NO3S in a non-equilibrium geometry (the ωB97M-V functional and the def2-TZVPD basis, the OMol25 dataset).

The geometry in XYZ format:
```
30
Properties=species:S:1:pos:R:3:forces:R:3
S -1.003000 -0.861673 4.026311 -0.11 -1.14 -1.23
O 3.912694 -0.422554 1.706931 1.17 -0.40 0.92
O -0.711074 -2.546195 1.632480 0.34 0.24 -0.15
O -0.675188 -1.061581 -0.132353 0.49 -1.85 1.97
N 1.695219 0.016831 1.253128 -3.90 -3.30 0.90
C -0.894510 0.276890 -0.604612 0.80 2.28 1.20
C 0.515025 0.881382 -0.816470 0.86 -1.91 1.10
C 2.817597 1.459676 0.332521 0.42 1.10 0.16
C 1.330646 1.134707 0.463982 -0.86 1.47 1.93
C 0.752169 -1.281803 3.938602 0.54 -1.01 -1.84
C -1.495152 -1.488028 2.356816 0.32 1.63 1.60
C -1.283860 -0.699423 -2.905041 -0.42 -0.27 -2.42
C 2.976828 0.212401 1.310993 0.79 1.39 -1.35
C -1.842299 0.089253 -1.770515 -1.97 -1.33 2.70
C -0.701035 -1.351556 1.121173 -0.72 -0.21 -0.83
H 0.809754 1.843258 1.224957 0.29 -0.29 -1.72
H -2.603833 -1.617122 2.406778 1.03 0.01 -0.82
H -1.365472 -0.126534 -3.891863 0.22 -0.65 1.36
H 3.121804 2.523064 0.529496 0.09 -1.14 -0.06
H 1.135488 -0.725157 3.039353 0.10 -0.44 1.07
H -1.841345 -1.650308 -3.103804 0.69 0.70 0.40
H -0.226385 -0.887178 -2.732128 -0.05 -0.33 -0.23
H 1.138726 0.066314 -1.294274 -0.59 1.35 -0.43
H 0.924504 -2.382881 3.743966 -0.54 1.12 0.26
H -2.770759 -0.399727 -1.242851 1.55 0.34 -1.15
H -1.312396 0.854515 0.265639 -0.24 -0.45 -0.93
H -2.289141 0.996824 -2.032281 -0.16 1.75 -0.66
H 1.282293 -1.067115 4.844857 -0.04 0.54 0.50
H 0.500052 1.875256 -1.199250 -0.29 0.40 -1.48
H 3.229470 1.051126 -0.575080 0.20 0.40 -0.76
```
Forces are in eV/Å.

Values from the calculation:
- Net charge: 0
- Maximum force: 5.2 eV Å⁻¹
- Frontier orbital gap (alpha / beta): 0.2359 / 0.2360 Eh
- HOMO energy (alpha / beta): -7.53 / -7.53 eV

Mulliken atomic charge list, values in e, 2 entries:
1. S -0.076
2. O -0.718